1.
# C6H7OP

An isolated molecule of C6H7OP (ωB97M-V/def2-TZVPD, the OMol25 dataset).

Properties
- Charge: 0
- Spin multiplicity: 1
- HOMO energy (alpha / beta): -8.23 / -8.23 eV
- Orbital gap (alpha / beta): 7.53 / 7.53 eV
- Energy: -17664.7016 eV

Structure (XYZ):
```
15
Properties=species:S:1:pos:R:3:forces:R:3
C -0.8562 -1.3136 -0.4799 0.4509 -2.4146 0.1004
C 0.3722 -1.3465 -0.0350 0.4984 2.4586 -0.6829
C 0.4848 1.1443 -0.0415 0.0049 -0.6222 0.3608
C 1.6811 -1.2534 0.4365 0.0681 -0.9190 1.4762
C -1.6735 -0.0229 -0.5806 2.8418 -1.6249 0.8506
C -0.9203 0.9827 0.3765 0.4441 -0.5338 -0.3766
O 2.7140 -0.8559 -0.1114 0.5013 -0.2844 -1.4873
P 2.0671 1.4124 -0.2738 -0.5504 -2.8519 -0.7154
H -1.2833 -2.3428 -0.7510 0.1400 1.6960 0.1579
H 1.8810 -1.4873 1.4970 -0.9974 -0.2179 0.1921
H -1.5963 0.1925 -1.6686 -0.7076 0.6880 0.8730
H -2.6069 -0.2887 -0.1607 -1.4893 0.3739 -0.1790
H -0.7319 0.6840 1.4617 -1.2415 -0.1442 -1.3075
H -1.6117 1.8098 0.3054 0.4912 1.1323 0.2419
H 2.0799 2.6854 0.0253 -0.4546 3.2640 0.4956
```
Positions in Å, forces in eV/Å.



2.
# C6H7OPS3

A cluster of 2 separate species, C6H7OPS3 in total (ωB97M-V/def2-TZVPD, the OMol25 dataset).

Properties
- Charge: 0
- Spin multiplicity: 1
- HOMO energy (alpha / beta): -8.59 / -8.61 eV
- Orbital gap (alpha / beta): 6.19 / 8.36 eV
- Energy: -50174.6537 eV

Structure (XYZ):
```
18
Properties=species:S:1:pos:R:3:forces:R:3
C 2.4597 -1.1135 0.0159 -1.4865 1.0869 -0.9176
C 2.0406 -0.3546 1.0795 -1.3040 1.8107 -0.2400
C 1.9973 -0.9031 -1.2672 -0.8189 1.9679 -0.6949
C 1.2018 0.7640 0.8421 0.0027 -1.4300 -0.6771
C 1.1339 0.2243 -1.6269 -0.0656 -2.3489 0.4446
C 0.7611 0.8497 -0.4838 -0.2165 1.7925 1.1582
O -2.4907 1.2270 1.9310 0.8031 0.0072 -0.7742
P -2.3062 1.5680 0.3119 -1.2912 0.3000 0.9525
S -3.4874 3.1191 0.2220 0.2867 0.5474 -0.8134
S -2.3924 -1.5312 -0.2654 0.9740 -1.3063 -0.9866
S -3.4122 0.0941 -0.8458 0.0287 0.9244 0.3951
H 3.0278 -1.9563 0.1402 1.4195 -1.9198 0.5809
H 2.1905 -0.6473 2.0854 0.6820 -0.1417 0.8517
H 2.2978 -1.6308 -1.9727 0.2238 -0.4062 -1.0401
H 0.8263 1.3618 1.6854 0.0777 -0.2190 -0.6824
H 0.5817 0.3577 -2.6133 1.1681 -0.2114 1.3582
H -2.7513 0.3520 2.2034 -0.0069 -0.7276 -0.0201
H -1.6785 -1.7811 -1.4417 -0.4766 0.2739 1.1051
```
Positions in Å, forces in eV/Å.



3.
# C6H7P

An isolated molecule of C6H7P (ωB97M-V/def2-TZVPD, the OMol25 dataset).

Properties
- Structure (SMILES): C#C/P=C(\C)C=C
- Charge: 0
- Spin multiplicity: 1
- HOMO energy (alpha / beta): -8.22 / -8.23 eV
- Orbital gap (alpha / beta): 7.22 / 7.16 eV
- Energy: -15617.9406 eV

Structure (XYZ):
```
14
Properties=species:S:1:pos:R:3:forces:R:3
C -0.6012 0.9110 -4.0032 1.0511 -0.4202 2.5742
C -0.1732 0.7489 -2.8847 -0.8843 -0.6438 2.9879
C 2.1989 -0.2743 1.5737 1.5775 2.3135 -0.4935
C 0.8801 -0.3366 1.6772 -0.7081 -1.1892 0.1567
C -0.0461 -0.1039 0.6084 -2.5712 1.0028 -5.2401
C -1.5565 -0.3493 0.7867 -0.0324 1.9999 2.5388
P 0.5917 0.4810 -1.0572 1.0262 -0.1914 1.0392
H -0.9644 0.8575 -4.9479 -0.7257 0.2139 -2.2526
H 2.8728 -0.3122 2.4618 -0.6057 -0.4507 -0.9962
H 2.5807 0.2382 0.6110 -0.1872 -1.2541 1.7152
H 0.3534 -0.7872 2.5220 0.4334 0.3659 0.3044
H -1.9126 -1.3101 1.0808 0.4938 -1.1712 0.3705
H -2.1699 -0.1022 -0.0270 -0.2417 0.4058 -1.6908
H -2.0536 0.3393 1.5983 1.3743 -0.9812 -1.0137
```
Positions in Å, forces in eV/Å.



4.
# C6H8

A structure of composition C6H8 (ωB97M-V/def2-TZVPD, the OMol25 dataset).

Properties
- Charge: 0
- Spin multiplicity: 1
- HOMO energy: -7.82 eV
- Orbital gap: 8.88 eV
- Energy: -6345.7996 eV

Structure (XYZ):
```
14
Properties=species:S:1:pos:R:3:forces:R:3
C 1.2130 -0.1057 -0.4934 0.2650 -0.1418 0.0364
C 0.3468 -1.0634 0.3168 0.2282 -0.3871 0.0856
C -0.7490 -0.2438 1.0062 -0.1749 0.0018 0.0167
C -0.5645 1.2408 0.9394 0.6456 -0.1992 -0.9192
C -0.0781 0.5732 -0.9050 0.2503 -0.2140 -0.0709
C -0.8953 -0.6213 -0.4268 -0.1638 -0.2111 -0.2158
H 1.6559 -0.6017 -1.3600 0.0086 -0.1188 0.0684
H 1.9662 0.5115 0.0078 -0.0669 -0.1874 -0.0850
H 0.6158 -2.0624 0.6318 -0.1090 0.0714 0.0431
H -1.3110 -0.7404 1.7971 0.1775 0.2173 -0.1256
H -0.6601 1.6399 -0.1529 -1.0357 0.7020 0.7711
H 0.3592 1.5818 1.4234 -0.1671 0.2176 -0.2080
H -0.1943 1.0536 -1.8877 -0.0017 0.2297 0.6251
H -1.7045 -1.1622 -0.8965 0.1439 0.0197 -0.0219
```
Positions in Å, forces in eV/Å.